# 1
{"formula": "C24H66AsF6O9", "method": "ωB97M-V/def2-TZVPD", "homo_lumo_gap_ev": 10.063, "lumo_energy_ha": 0.083, "e_tot_ha": -4466.19360, "de_lowest_kj_mol": 552.83, "e_homo_ev": -7.81, "total_charge": -1, "elements": ["As", "F", "F", "F", "F", "F", "F", "C", "C", "O", "H", "H", "H", "H", "H", "H", "C", "C", "O", "H", "H", "H", "H", "H", "H", "C", "C", "O", "H", "H", "H", "H", "H", "H", "C", "C", "C", "O", "H", "H", "H", "H", "H", "H", "H", "H", "C", "C", "C", "O", "H", "H", "H", "H", "H", "H", "H", "H", "C", "C", "C", "O", "H", "H", "H", "H", "H", "H", "H", "H", "C", "C", "C", "O", "H", "H", "H", "H", "H", "H", "H", "H", "C", "C", "C", "O", "H", "H", "H", "H", "H", "H", "H", "H", "C", "C", "C", "O", "H", "H", "H", "H", "H", "H", "H", "H"], "positions_angstrom": [[-15.86074, 7.65083, 16.81924], [-16.31448, 6.19645, 17.77362], [-14.14898, 7.37135, 17.24029], [-15.37029, 9.14405, 15.83193], [-17.61887, 7.89697, 16.36650], [-16.14913, 8.55680, 18.33514], [-15.57342, 6.61551, 15.35216], [-15.92576, 5.03627, 9.72474], [-16.75285, 6.31494, 9.26847], [-15.88318, 6.67683, 8.21471], [-15.96259, 4.99824, 10.81345], [-14.85402, 5.01039, 9.52777], [-16.36444, 4.14640, 9.27332], [-16.77257, 7.03974, 10.08233], [-17.76578, 6.23119, 8.87469], [-16.21983, 7.52465, 7.91561], [-14.49639, 0.89688, 15.60143], [-14.10860, 1.35782, 14.17969], [-13.54716, 2.66759, 14.04019], [-15.27128, 1.49597, 16.07969], [-13.67804, 0.88714, 16.32136], [-14.81000, -0.14686, 15.62074], [-14.93549, 1.39979, 13.47075], [-13.46861, 0.59304, 13.73966], [-14.18541, 3.29478, 14.38784], [-20.14691, 4.05336, 13.74572], [-20.29197, 3.50505, 15.16096], [-20.94477, 2.25672, 15.04646], [-21.06811, 3.88627, 13.18754], [-19.42844, 3.39767, 13.25382], [-19.91637, 5.10780, 13.59367], [-20.81607, 4.24696, 15.76346], [-19.30846, 3.31752, 15.59183], [-21.33703, 1.88840, 15.84149], [-12.01513, 11.99471, 18.20334], [-11.14091, 10.92119, 18.90322], [-11.83888, 10.33857, 20.17817], [-10.89984, 9.90507, 17.94277], [-11.44590, 12.35903, 17.34815], [-12.16506, 12.89826, 18.79429], [-12.95693, 11.66342, 17.76588], [-10.18454, 11.30397, 19.25949], [-12.92800, 10.35530, 20.13785], [-11.60418, 10.87398, 21.09815], [-11.50150, 9.30377, 20.23711], [-11.76490, 9.53449, 17.75321], [-19.68061, 8.45509, 24.66291], [-18.62509, 8.14697, 23.57283], [-19.06848, 7.15851, 22.40668], [-18.34384, 9.41061, 22.99634], [-19.24880, 9.15478, 25.37849], [-19.85063, 7.54845, 25.24361], [-20.60049, 8.86826, 24.24912], [-17.67340, 7.74073, 23.91540], [-19.23648, 7.63384, 21.44028], [-19.96502, 6.62785, 22.72715], [-18.30013, 6.41869, 22.18213], [-18.38781, 9.27094, 22.04757], [-22.50761, 10.04710, 18.05315], [-21.66829, 11.16537, 17.34318], [-20.41097, 11.56157, 18.19462], [-21.24606, 10.63622, 16.12656], [-22.08911, 9.05573, 18.22680], [-23.38916, 9.84298, 17.44544], [-22.84872, 10.35593, 19.04126], [-22.26027, 12.03005, 17.04317], [-19.82872, 10.64127, 18.24079], [-20.79330, 11.84436, 19.17541], [-19.82048, 12.39315, 17.81005], [-20.42942, 10.20666, 16.39147], [-11.82280, 8.54838, 12.11506], [-10.59293, 7.65179, 11.85328], [-9.83846, 8.19286, 10.66792], [-9.69207, 7.75237, 12.97352], [-12.55557, 8.49497, 11.30991], [-11.64080, 9.61016, 12.28130], [-12.35284, 8.15469, 12.98234], [-11.01735, 6.65998, 11.69734], [-10.38719, 8.18975, 9.72612], [-8.94767, 7.59771, 10.46693], [-9.50038, 9.19918, 10.91513], [-8.79222, 7.73919, 12.63928], [-17.27140, 13.03437, 11.08523], [-18.15431, 13.04305, 12.35703], [-17.82490, 14.15820, 13.30903], [-19.49995, 13.09392, 11.94499], [-17.59196, 12.27472, 10.37230], [-16.24193, 12.78707, 11.34434], [-17.14669, 13.98724, 10.57086], [-18.05412, 12.06162, 12.82055], [-16.99853, 13.85643, 13.95256], [-18.63003, 14.34587, 14.01942], [-17.58648, 15.10993, 12.83418], [-19.98240, 13.08361, 12.77488], [-10.86783, 2.35305, 20.29131], [-11.95429, 3.39543, 20.29922], [-12.74592, 3.32851, 21.58411], [-11.35248, 4.66470, 20.12996], [-10.23148, 2.42849, 21.17305], [-10.44180, 2.32327, 19.28846], [-11.48744, 1.46199, 20.39227], [-12.66311, 3.40159, 19.47119], [-12.09032, 3.55571, 22.42474], [-13.14432, 2.33373, 21.78361], [-13.52212, 4.09216, 21.63364], [-11.90413, 5.34686, 20.51977]], "atomic_forces_ev_per_a": [[-0.11, -0.35, -0.69], [0.30, 0.99, -1.05], [-1.32, 0.55, -0.15], [-0.84, -1.93, 1.60], [2.10, -0.19, 0.37], [0.44, -0.18, -1.48], [-0.62, 1.16, 1.47], [-2.01, 0.04, 1.13], [2.63, -1.65, 0.33], [-0.39, 1.78, -0.89], [-0.35, -0.54, 0.10], [-0.24, 0.81, -0.61], [0.04, -0.13, 0.25], [0.13, 0.21, -0.01], [-0.11, -0.80, 0.28], [0.31, 0.28, -0.56], [0.15, 0.17, 0.06], [-0.63, 0.19, -0.18], [0.68, -0.74, 0.55], [-0.17, 0.09, -0.28], [0.46, 0.38, -0.32], [-0.34, -0.02, -0.42], [-0.73, -0.59, 0.42], [0.65, 0.43, 0.10], [-0.07, 0.16, 0.08], [-0.19, -0.91, -0.54], [0.30, 0.66, -0.04], [-0.63, -0.59, -0.65], [-0.29, -0.03, 0.21], [0.28, 0.36, -0.27], [0.40, -0.14, 0.57], [-0.24, -0.24, 0.32], [0.11, 0.36, 0.15], [0.30, 0.54, 0.27], [1.31, 0.69, -0.13], [-1.95, 0.13, 0.50], [0.15, 0.02, -0.60], [0.40, 0.05, 0.45], [0.16, -0.06, -0.18], [-0.28, -0.15, 0.38], [-0.07, -0.45, 0.51], [0.12, 0.16, -0.55], [-0.07, -0.14, -0.42], [0.37, 0.05, -0.06], [-0.05, -0.01, 0.36], [-0.15, -0.35, -0.29], [1.20, -1.07, 0.03], [-0.85, -0.06, -1.48], [0.05, 0.03, 1.24], [0.25, 0.46, -0.45], [-0.01, 0.24, -0.19], [-0.45, -0.12, -0.04], [0.11, -0.16, -0.09], [-0.17, 0.00, 0.81], [-0.32, 0.38, 0.17], [-0.09, -0.07, -0.27], [0.08, -0.03, 0.29], [0.24, 0.40, -0.07], [-0.69, 0.97, 0.17], [0.47, -0.66, 1.12], [-1.73, -0.20, -0.26], [0.78, -0.22, -0.85], [0.93, 0.26, -0.38], [-0.12, 0.18, -0.05], [-0.16, 0.28, 0.06], [-0.36, 0.04, 0.64], [0.36, 0.15, 0.37], [0.37, -0.12, 0.23], [-0.11, -0.18, -0.29], [0.33, -0.52, -0.79], [-0.32, -0.56, 0.49], [-0.43, 1.89, 0.07], [0.40, -0.35, -0.65], [-0.77, -0.44, 0.02], [0.18, -0.22, -0.31], [0.51, -0.10, 0.06], [0.04, 0.15, 0.20], [0.56, -0.37, 0.12], [-0.26, 0.15, 0.13], [0.21, -0.16, 0.05], [-0.13, 0.12, -0.15], [-0.01, -0.12, -0.03], [0.43, -0.14, 0.50], [0.65, -0.40, -1.38], [0.42, 0.09, 0.85], [-0.70, 0.44, -0.25], [-0.22, 0.08, 0.08], [0.04, -0.24, 0.29], [-0.65, 0.22, 0.09], [0.53, 0.00, 0.37], [0.31, 0.12, -0.15], [-0.30, -0.07, -0.09], [-0.01, -0.10, -0.20], [-0.51, -0.04, -0.10], [-1.79, -0.49, -0.72], [-0.43, 1.27, 0.23], [0.21, 0.27, 0.73], [0.91, 0.70, 0.47], [0.31, 0.19, -0.45], [0.73, 0.02, 0.43], [0.49, -0.66, 0.02], [-0.02, -1.23, -0.30], [0.28, -0.02, 0.10], [-0.28, 0.07, -0.21], [-0.29, -0.19, -0.22], [-0.13, 0.07, -0.12]]}



# 2
{"formula": "C4H13NOS", "method": "ωB97M-V/def2-TZVPD", "homo_lumo_gap_ev": 9.178, "lumo_energy_ha": 0.029, "e_tot_ha": -688.35351, "de_lowest_kj_mol": 92.45, "e_homo_ev": -8.40, "total_charge": 0, "elements": ["C", "C", "C", "S", "C", "N", "H", "H", "H", "H", "H", "H", "H", "H", "H", "H", "H", "H", "H", "O"], "positions_angstrom": [[0.80998, 1.04699, 1.90778], [0.57308, 1.11154, 0.39493], [-0.73539, 0.78287, -0.30512], [-0.35675, 0.50900, -2.10610], [-0.57347, -1.29034, -2.13820], [-0.19377, 0.18298, 2.60345], [1.85033, 0.78579, 2.12162], [0.76870, 2.03142, 2.39737], [1.20660, 1.88584, -0.05419], [1.20341, 0.28376, 0.02540], [-1.17989, -0.10607, 0.12695], [-1.40123, 1.64342, -0.34361], [-1.56886, -1.57849, -1.80278], [0.18561, -1.70170, -1.47570], [-0.40911, -1.66757, -3.14502], [-0.03760, 0.35401, 3.59658], [-1.09404, 0.64586, 2.49687], [0.59600, -1.50721, 1.76255], [0.05575, -2.82049, 1.14903], [0.80103, -2.25725, 1.17048]], "atomic_forces_ev_per_a": [[-1.06, 1.38, 0.63], [2.48, -1.84, -0.44], [0.52, 1.34, -0.69], [-0.59, -0.23, 0.44], [0.36, 0.09, 0.23], [0.66, 0.44, 0.32], [-0.27, -0.77, -0.16], [-0.25, 0.25, -0.45], [-0.89, 0.65, 0.13], [-0.16, -0.22, 0.21], [-0.26, 0.00, -0.08], [-0.41, -0.22, 0.40], [0.00, 0.06, -0.05], [-0.10, -0.29, 0.01], [0.00, 0.14, -0.05], [0.18, -0.51, 0.00], [-0.06, -0.23, -0.44], [-0.42, -0.41, -0.16], [-1.25, -0.74, 0.16], [1.51, 1.11, 0.00]]}



# 3
{"formula": "C8H12N4O", "method": "ωB97M-V/def2-TZVPD", "homo_lumo_gap_ev": [7.035, 7.034], "lumo_energy_ha": [-0.343, -0.343], "e_tot_ha": -605.61561, "de_lowest_kj_mol": 129.82, "e_homo_ev": [-16.36, -16.36], "total_charge": 2, "elements": ["C", "C", "C", "C", "C", "C", "C", "C", "N", "N", "N", "N", "O", "H", "H", "H", "H", "H", "H", "H", "H", "H", "H", "H", "H"], "positions_angstrom": [[1.85305, -1.06014, -0.84991], [2.76847, -0.12358, -0.49314], [0.61413, 0.53930, -0.03786], [-0.73803, 1.26540, 0.34482], [4.98764, 0.38490, -0.05628], [-0.66372, -1.28200, -1.01141], [-1.78932, -0.88180, 0.10269], [-3.12323, 1.22776, 0.41858], [4.03114, -0.02062, -0.74653], [0.57158, -0.68242, -0.59066], [1.92527, 0.92113, 0.05363], [-1.86680, 0.57956, 0.19200], [4.78499, 0.86227, 1.16932], [1.98803, -1.98092, -1.19762], [-0.60960, 2.37251, 0.68871], [5.97525, 0.38782, -0.60455], [-0.59234, -2.36402, -0.95837], [-0.97970, -1.02185, -1.99740], [-2.76949, -1.34028, -0.26307], [-1.16929, -1.18641, 0.92241], [-3.79808, 0.35078, 0.70561], [-3.36279, 1.90380, -0.51375], [-3.24019, 1.97669, 1.18918], [2.34808, 1.71147, 0.59366], [5.54621, 1.28999, 1.62983]], "atomic_forces_ev_per_a": [[-1.28, 1.02, 0.41], [-3.82, 2.34, 1.33], [-2.05, 1.45, 1.14], [2.23, -0.89, -1.02], [1.90, 1.17, 0.07], [-2.31, -0.50, 1.49], [1.59, -0.69, -3.77], [-2.87, 0.11, -1.44], [1.10, -1.21, -1.35], [1.39, 1.77, 0.47], [0.36, -0.28, 0.37], [3.58, 2.47, 1.51], [0.59, 0.27, 0.20], [0.90, -3.51, -1.69], [-0.94, -2.13, -0.79], [-0.73, 0.21, 1.34], [0.15, -0.09, 0.02], [0.21, 0.48, -0.80], [1.38, 0.56, 1.35], [-1.17, -0.72, 1.46], [0.17, 1.76, -0.96], [-0.15, -2.02, 1.32], [0.99, -0.11, 0.77], [-0.87, -0.81, -0.76], [-0.34, -0.63, -0.69]]}



# 4
{"formula": "C4H9N4S", "method": "ωB97M-V/def2-TZVPD", "homo_lumo_gap_ev": 9.619, "lumo_energy_ha": -0.187, "e_tot_ha": -774.64230, "de_lowest_kj_mol": 450.34, "e_homo_ev": -14.70, "total_charge": 1, "elements": ["C", "C", "C", "C", "N", "N", "N", "N", "S", "H", "H", "H", "H", "H", "H", "H", "H", "H"], "positions_angstrom": [[0.64003, -0.05543, -0.50269], [-0.98851, 1.78122, -0.26394], [-1.56078, -0.60851, 0.51129], [-0.84176, 0.24340, -0.47208], [1.38158, 0.80915, -1.57552], [2.60053, 0.75276, -1.38478], [1.52006, -0.66198, 0.23646], [1.41546, -1.65926, 1.11132], [3.10890, -0.07704, -0.09901], [-1.06160, 2.28572, -1.18764], [-0.14895, 2.24341, 0.22227], [-1.87238, 1.89253, 0.36307], [-1.20088, -0.54604, 1.59234], [-1.57028, -1.71964, 0.18865], [-2.59743, -0.23389, 0.50215], [-1.25826, 0.00523, -1.46820], [0.38170, -1.90455, 1.28314], [2.05258, -2.54709, 0.94315]], "atomic_forces_ev_per_a": [[1.05, 2.55, -2.68], [-0.15, -1.11, 0.91], [-0.93, -1.68, 1.37], [1.24, -0.40, -0.65], [-1.88, -1.74, 2.29], [0.66, 0.51, -0.21], [-0.10, 0.96, -2.12], [-1.24, -3.71, 2.14], [0.59, -0.57, 0.18], [-0.44, 0.45, -1.05], [0.40, -0.01, 0.59], [-0.01, 0.42, -0.18], [-0.36, 0.13, -1.35], [-0.09, 1.72, 0.52], [0.23, -0.57, 0.26], [0.45, 0.08, 0.27], [2.35, 0.35, -0.31], [-1.78, 2.61, 0.03]]}